Model 1:
DFT (ωB97M-V/def2-TZVPD) results for a single CH2O3S molecule.

Values from the calculation:
* E_HOMO (spin up / spin down): -0.3369 / -0.3294 Ha
* frontier orbital gap (spin up / spin down): 8.24 / 8.02 eV

Atoms and positions in Å:
1 C -0.273 -0.125 0.695
2 O 0.686 0.867 0.104
3 O 0.094 1.412 -0.949
4 O 0.059 -1.181 -1.496
5 S 0.845 -1.044 -0.326
6 H -0.222 -0.032 1.749
7 H -1.189 0.103 0.222


Model 2:
DFT (ωB97M-V/def2-TZVPD) results for a 2-piece molecular cluster, CH2O3S overall.

Values from the calculation:
* E_HOMO: -0.3689 Ha
* frontier orbital gap: 10.50 eV

Atoms and positions in Å:
1 C 0.254 0.049 -0.036
2 O -2.299 -0.666 -0.197
3 O -0.454 0.973 -0.664
4 O 1.296 0.323 0.761
5 S -1.419 0.252 0.464
6 H 0.483 -1.355 -0.640
7 H 2.139 0.424 0.312


Relative to the most stable structure, the computed energies are model 1 0.1176; model 2 0.0000, all in hartree.


Model 1:
DFT (ωB97M-V/def2-TZVPD) results for a 2-piece molecular cluster, C7H16N overall.

Values from the calculation:
* charge: +1
* E_HOMO: -0.4911 Ha
* frontier orbital gap: 10.20 eV

Atoms and positions in Å:
1 C -0.725 2.988 -1.216
2 C -1.163 1.702 -0.590
3 C -1.296 1.588 0.738
4 C -1.561 0.565 -1.492
5 H -0.183 2.843 -2.153
6 H -0.090 3.557 -0.542
7 H -1.599 3.596 -1.457
8 H -1.979 0.853 1.156
9 H -1.046 2.443 1.355
10 H -1.786 -0.354 -0.949
11 H -0.796 0.368 -2.251
12 H -2.462 0.814 -2.056
13 C 1.215 -2.990 0.019
14 C 1.199 -1.741 0.832
15 C 1.374 -1.575 2.122
16 N 0.913 -0.515 0.023
17 H 1.281 -3.867 0.655
18 H 0.315 -3.054 -0.596
19 H 2.078 -2.993 -0.650
20 H 1.367 -0.592 2.575
21 H 1.504 -2.423 2.775
22 H 0.809 -0.718 -0.971
23 H 1.600 0.226 0.164
24 H 0.006 -0.081 0.295


Model 2:
DFT (ωB97M-V/def2-TZVPD) results for an isolated ion of composition C7H16N and charge +1.

Values from the calculation:
* SMILES: C/C=C(\C)CCC[NH3+]
* charge: +1
* E_HOMO: -0.4373 Ha
* frontier orbital gap: 8.11 eV

Atoms and positions in Å:
1 C -0.136 1.811 -1.288
2 C -0.281 0.298 -1.356
3 C 0.754 -0.540 -0.574
4 C -0.522 -0.280 1.551
5 C 0.238 -1.037 0.768
6 C 0.541 -2.462 1.089
7 C -1.154 -0.753 2.826
8 N 0.435 2.413 -2.517
9 H -1.068 2.301 -0.988
10 H 0.433 2.094 -0.399
11 H -0.357 -0.027 -2.405
12 H -1.281 0.006 -1.045
13 H 1.629 0.089 -0.385
14 H 0.995 -1.373 -1.212
15 H -0.783 0.734 1.257
16 H 0.570 -2.666 2.134
17 H 1.459 -2.776 0.601
18 H -0.185 -3.116 0.596
19 H -1.615 -1.727 2.765
20 H -0.456 -0.688 3.662
21 H -2.009 -0.131 3.113
22 H 0.232 3.390 -2.579
23 H 0.103 1.971 -3.373
24 H 1.458 2.354 -2.520


Relative to the most stable structure, the computed energies are model 1 0.0065; model 2 0.0000, all in hartree.


Model 1:
DFT (ωB97M-V/def2-TZVPD) results for a 2-piece molecular cluster, C7H16N overall.

Values from the calculation:
* charge: +1
* E_HOMO: -0.4845 Ha
* frontier orbital gap: 8.34 eV

Atoms and positions in Å:
1 C 0.307 1.639 -2.891
2 C 0.398 2.195 -1.487
3 C -0.925 1.209 0.278
4 N 0.098 1.143 -0.526
5 H 0.933 0.705 -2.944
6 H -0.716 1.322 -3.154
7 H 0.618 2.376 -3.645
8 H 1.468 2.547 -1.331
9 H -0.321 3.071 -1.287
10 H -1.127 0.332 0.929
11 H -1.581 2.079 0.244
12 H 0.723 0.312 -0.453
13 C 0.559 -1.289 1.364
14 C -0.565 -1.980 1.147
15 C -1.830 -1.712 1.900
16 C 1.884 -1.418 0.584
17 H 0.521 -0.564 2.241
18 H -0.485 -2.783 0.347
19 H -2.630 -1.276 1.220
20 H -2.220 -2.665 2.386
21 H -1.739 -1.015 2.713
22 H 1.800 -1.756 -0.481
23 H 2.645 -2.098 1.038
24 H 2.449 -0.443 0.488


Model 2:
DFT (ωB97M-V/def2-TZVPD) results for an isolated ion of composition C7H16N and charge +1.

Values from the calculation:
* SMILES: C=CCCC[C@@H](C)[NH3+]
* charge: +1
* E_HOMO: -0.5038 Ha
* frontier orbital gap: 10.61 eV

Atoms and positions in Å:
1 C -0.739 -2.770 -0.269
2 C -0.193 -1.373 -0.503
3 C 0.532 -0.826 0.707
4 C 1.550 0.292 0.403
5 C 1.143 1.596 1.097
6 C 0.029 2.335 0.419
7 C -0.186 2.526 -0.873
8 N -1.402 -0.486 -0.793
9 H -1.581 -3.158 -0.850
10 H -1.052 -2.978 0.767
11 H 0.088 -3.472 -0.353
12 H 0.337 -1.397 -1.450
13 H -0.288 -0.449 1.336
14 H 0.963 -1.608 1.334
15 H 2.568 -0.024 0.627
16 H 1.471 0.511 -0.660
17 H 0.920 1.441 2.157
18 H 1.969 2.309 1.204
19 H -0.609 2.891 1.105
20 H -0.974 3.186 -1.213
21 H 0.557 2.256 -1.624
22 H -1.818 -0.670 -1.707
23 H -1.171 0.526 -0.779
24 H -2.114 -0.658 -0.081


Relative to the most stable structure, the computed energies are model 1 0.0420; model 2 0.0000, all in hartree.


Model 1:
DFT (ωB97M-V/def2-TZVPD) results for a 2-piece molecular cluster, C3H7N overall.

Values from the calculation:
* E_HOMO (spin up / spin down): -0.3410 / -0.2913 Ha
* frontier orbital gap (spin up / spin down): 9.94 / 7.84 eV

Atoms and positions in Å:
1 C -1.968 0.481 0.134
2 C 1.322 0.284 -0.045
3 C 0.878 -1.090 -0.117
4 N -1.832 -0.710 -0.058
5 H -2.925 1.008 0.147
6 H -1.103 1.196 0.255
7 H 0.453 0.961 0.192
8 H 2.033 0.453 0.764
9 H 1.720 0.647 -0.991
10 H 0.782 -1.680 0.774
11 H 0.639 -1.550 -1.056


Model 2:
DFT (ωB97M-V/def2-TZVPD) results for a single C3H7N molecule.

Values from the calculation:
* SMILES: NC1CC1
* E_HOMO: -0.3516 Ha
* frontier orbital gap: 10.86 eV

Atoms and positions in Å:
1 C 0.309 -0.060 0.497
2 C -0.854 -0.714 -0.211
3 C -0.853 0.768 -0.148
4 H 1.974 0.922 -0.015
5 H 2.174 -0.761 -0.020
6 H 0.258 -0.167 1.617
7 H -0.730 -1.175 -1.218
8 H -1.647 -1.157 0.360
9 H -1.658 1.086 0.476
10 H -0.509 1.265 -1.038
11 N 1.537 -0.006 -0.299


Relative to the most stable structure, the computed energies are model 1 0.1025; model 2 0.0000, all in hartree.


Model 1:
DFT (ωB97M-V/def2-TZVPD) results for a 2-piece molecular cluster, C3H7N overall.

Values from the calculation:
* SMILES: C#C.CN
* E_HOMO: -0.3320 Ha
* frontier orbital gap: 10.21 eV

Atoms and positions in Å:
1 C -0.781 -0.574 1.963
2 C 0.238 -0.010 2.117
3 C -0.260 -0.057 -1.528
4 H -1.563 -1.114 1.593
5 H 1.172 0.303 2.608
6 H 0.448 0.618 0.241
7 H 1.568 0.768 -1.002
8 H -0.347 0.263 -2.600
9 H 0.192 -1.097 -1.512
10 H -1.261 -0.012 -1.109
11 N 0.595 0.911 -0.771


Model 2:
DFT (ωB97M-V/def2-TZVPD) results for a 2-piece molecular cluster, C3H7N overall.

Values from the calculation:
* SMILES: C=C.C=N
* E_HOMO: -0.3751 Ha
* frontier orbital gap: 11.46 eV

Atoms and positions in Å:
1 C 2.093 -0.235 -4.797
2 C 1.092 -0.313 -3.941
3 H 2.049 0.460 -5.628
4 H 2.953 -0.889 -4.749
5 H 0.196 0.292 -3.969
6 H 1.131 -1.138 -3.237
7 C -1.759 0.553 4.849
8 N -1.280 -0.109 3.883
9 H -1.331 0.348 5.830
10 H -2.554 1.297 4.785
11 H -1.741 0.208 3.021


Relative to the most stable structure, the computed energies are model 1 0.0407; model 2 0.0000, all in hartree.


Model 1:
DFT (ωB97M-V/def2-TZVPD) results for a single C2H6N2O molecule.

Values from the calculation:
* SMILES: CNC(N)=O
* E_HOMO: -0.3517 Ha
* frontier orbital gap: 10.44 eV

Atoms and positions in Å:
1 C 1.294 0.830 1.165
2 N 0.413 -0.267 0.757
3 C -0.384 -0.099 -0.352
4 N -1.100 -1.196 -0.801
5 O -0.416 0.933 -0.997
6 H 2.363 0.683 0.974
7 H 1.149 0.855 2.239
8 H 1.066 1.757 0.670
9 H 0.808 -1.190 0.899
10 H -1.117 -2.135 -0.442
11 H -1.915 -0.974 -1.326


Model 2:
DFT (ωB97M-V/def2-TZVPD) results for a single C2H6N2O molecule.

Values from the calculation:
* SMILES: NCC(N)=O
* E_HOMO: -0.3409 Ha
* frontier orbital gap: 9.91 eV

Atoms and positions in Å:
1 C 0.362 -0.868 -0.093
2 C -1.197 -0.189 0.015
3 H 2.036 0.042 0.977
4 H 2.206 0.140 -0.738
5 H 0.483 -1.421 -1.041
6 H 0.452 -1.782 0.663
7 H -0.167 1.732 0.243
8 H -2.055 1.656 0.127
9 N 1.285 0.218 -0.002
10 N -1.075 1.174 -0.153
11 O -2.329 -0.702 0.003


Model 3:
DFT (ωB97M-V/def2-TZVPD) results for a single C2H6N2O molecule.

Values from the calculation:
* SMILES: NCC(N)=O
* E_HOMO: -0.3256 Ha
* frontier orbital gap: 9.74 eV

Atoms and positions in Å:
1 N 1.657 -0.323 -0.678
2 C 0.662 0.246 0.188
3 C -0.725 -0.369 -0.011
4 N -1.762 0.471 0.328
5 O -0.921 -1.548 -0.161
6 H 1.687 -0.168 -1.657
7 H 2.203 -1.064 -0.277
8 H 0.940 -0.140 1.167
9 H 0.497 1.324 0.103
10 H -1.594 1.461 0.380
11 H -2.644 0.109 0.619


Relative to the most stable structure, the computed energies are model 1 0.0000; model 2 0.0963; model 3 0.0187, all in hartree.